A.
{
  "formula": "C2H7N3O",
  "method": "the ωB97M-V functional and the def2-TZVPD basis",
  "spin_multiplicity": 1,
  "e_homo_ev": -8.992,
  "symbols": ["H", "N", "C", "N", "N", "O", "C", "H", "H", "H", "H", "H", "H"],
  "positions_angstrom": [[-1.587, -0.501, -1.571], [-0.883, -1.068, -1.134], [-0.096, -0.406, -0.371], [1.023, -0.936, 0.259], [1.404, -0.282, 1.491], [-0.035, 0.945, -0.232], [-1.385, 1.543, -0.324], [1.146, -1.982, 0.205], [1.311, -1.022, 2.266], [2.413, -0.073, 1.523], [-1.225, 2.397, 0.538], [-1.538, 2.004, -1.403], [-2.161, 0.794, 0.157]],
  "nbo_charge": [0.3493, -0.7809, 0.6808, -0.4895, -0.6342, -0.5169, -0.3197, 0.3841, 0.3376, 0.3517, 0.2124, 0.2112, 0.2141]
}

---

B.
{
  "formula": "C2H7N3O",
  "method": "the ωB97M-V functional and the def2-TZVPD basis",
  "spin_multiplicity": 1,
  "e_homo_ev": -8.075,
  "symbols": ["C", "C", "N", "O", "N", "N", "H", "H", "H", "H", "H", "H", "H"],
  "positions_angstrom": [[-0.207, 2.048, -0.023], [-0.057, 0.574, -0.130], [0.434, 0.002, -1.100], [0.640, -1.146, -1.522], [-0.851, -0.155, 0.905], [0.064, -1.186, 1.338], [0.255, 2.441, -0.787], [-1.237, 2.030, 0.100], [0.009, 2.293, 1.193], [0.725, -1.796, -0.649], [-1.074, 0.527, 1.502], [0.809, -0.706, 1.944], [-0.550, -1.988, 1.795]],
  "nbo_charge": [-0.6037, 0.2987, -0.1492, -0.4831, -0.4923, -0.7165, 0.2340, 0.2163, 0.1779, 0.4524, 0.3261, 0.3584, 0.3810]
}

---

C.
{
  "formula": "C2H7N3O",
  "method": "the ωB97M-V functional and the def2-TZVPD basis",
  "spin_multiplicity": 1,
  "e_homo_ev": -7.243,
  "symbols": ["C", "N", "C", "N", "O", "N", "H", "H", "H", "H", "H", "H", "H"],
  "positions_angstrom": [[-1.788, 0.793, 0.814], [1.048, -0.588, -0.795], [-0.595, -0.063, 0.662], [1.385, -1.563, -1.754], [1.025, 0.973, 1.192], [-0.150, -0.593, -0.406], [1.247, 0.470, 1.984], [1.508, 0.526, 0.383], [0.562, -1.816, -2.301], [2.078, -1.154, -2.372], [-1.934, 1.483, -0.025], [-2.663, 0.143, 0.891], [-1.724, 1.388, 1.728]],
  "nbo_charge": [-0.7027, -0.2311, 0.2920, -0.6446, -0.8767, -0.2317, 0.4942, 0.5040, 0.3455, 0.3550, 0.2025, 0.2529, 0.2407]
}

---

Which one sits at the bottom of the stability order? B does.

---

A.
{
  "formula": "C2H7N3O",
  "method": "the ωB97M-V functional and the def2-TZVPD basis",
  "spin_multiplicity": 1,
  "e_homo_ev": -8.262,
  "symbols": ["C", "C", "N", "O", "N", "N", "H", "H", "H", "H", "H", "H", "H"],
  "positions_angstrom": [[1.717, 0.627, 0.861], [0.509, 0.249, 0.061], [0.771, -0.426, -1.005], [-0.264, -0.914, -1.629], [-0.736, 0.736, 0.561], [-1.679, -0.329, 0.667], [2.718, 0.645, 0.317], [1.675, 1.723, 1.442], [1.861, 0.109, 1.758], [-1.033, -0.978, -0.902], [-0.573, 1.510, 1.341], [-1.691, -0.800, 1.700], [-2.698, -0.020, 0.278]],
  "nbo_charge": [-0.6394, 0.2651, -0.1178, -0.5537, -0.5015, -0.7063, 0.2480, 0.1795, 0.2137, 0.4697, 0.3814, 0.3732, 0.3880]
}

---

B.
{
  "formula": "C2H7N3O",
  "method": "the ωB97M-V functional and the def2-TZVPD basis",
  "spin_multiplicity": 1,
  "e_homo_ev": -9.475,
  "symbols": ["C", "C", "N", "N", "N", "O", "H", "H", "H", "H", "H", "H", "H"],
  "positions_angstrom": [[0.738, 1.398, -0.674], [-0.286, 0.701, 0.204], [-0.105, -0.726, 0.113], [-0.882, -1.413, 0.805], [-0.698, -2.751, 0.711], [-1.782, -1.033, 1.550], [1.743, 1.140, -0.352], [0.618, 1.086, -1.708], [0.611, 2.475, -0.611], [-1.307, 0.960, -0.107], [-0.183, 1.016, 1.251], [0.023, -3.095, 0.105], [-1.309, -3.341, 1.246]],
  "nbo_charge": [-0.6027, -0.2641, -0.3059, 0.4733, -0.6461, -0.4947, 0.2089, 0.2089, 0.2099, 0.2011, 0.2014, 0.4046, 0.4054]
}

---

C.
{
  "formula": "C2H7N3O",
  "method": "the ωB97M-V functional and the def2-TZVPD basis",
  "spin_multiplicity": 1,
  "e_homo_ev": [-7.809, -7.813],
  "symbols": ["C", "C", "N", "N", "N", "O", "H", "H", "H", "H", "H", "H", "H"],
  "positions_angstrom": [[-1.998, -0.212, -0.515], [-1.024, -0.186, 0.673], [0.066, 0.733, 0.531], [2.560, 0.790, -0.110], [1.555, -0.049, -0.353], [1.583, -1.184, -0.809], [-1.261, -0.240, -1.407], [-2.589, -1.214, -0.353], [-2.690, 0.605, -0.721], [-0.782, -1.258, 0.840], [-1.389, 0.208, 1.669], [2.446, 1.701, 0.486], [3.522, 0.307, 0.069]],
  "nbo_charge": [-0.6295, -0.3224, -0.4240, -0.5870, 0.3996, -0.3302, 0.2164, 0.1953, 0.2116, 0.1930, 0.2429, 0.4493, 0.3850]
}

---

Which one sits at the bottom of the stability order? C does.

---

A.
{
  "formula": "C27H50As3N5O2V",
  "method": "the ωB97M-V functional and the def2-TZVPD basis",
  "spin_multiplicity": 2,
  "e_homo_ev": [-12.554, -12.554],
  "total_charge": 2,
  "symbols": ["V", "N", "C", "C", "C", "N", "H", "H", "H", "H", "H", "H", "H", "H", "H", "H", "N", "N", "C", "O", "O", "H", "H", "H", "C", "As", "C", "C", "C", "C", "C", "As", "C", "C", "C", "As", "C", "C", "H", "H", "H", "H", "H", "H", "H", "H", "H", "H", "H", "H", "H", "H", "H", "H", "H", "H", "H", "H", "H", "H", "H", "H", "H", "H", "H", "N", "C", "C", "C", "C", "C", "C", "C", "C", "C", "C", "C", "C", "H", "H", "H", "H", "H", "H", "H", "H", "H", "H"],
  "positions_angstrom": [[0.360, 0.884, -0.656], [2.464, 0.767, -0.357], [3.223, 1.755, 0.454], [2.663, 1.846, 1.862], [1.265, 2.428, 1.937], [0.235, 1.515, 1.363], [2.602, -0.161, 0.044], [2.856, 0.699, -1.301], [3.161, 2.718, -0.054], [4.271, 1.456, 0.484], [3.326, 2.485, 2.447], [2.692, 0.860, 2.344], [1.213, 3.365, 1.379], [0.994, 2.636, 2.973], [-0.680, 1.954, 1.488], [0.180, 0.643, 1.917], [-1.280, 0.649, -4.057], [0.081, 0.515, -4.364], [1.013, 0.276, -3.424], [2.205, 0.237, -3.556], [0.462, 0.073, -2.180], [-1.800, -0.082, -4.531], [-1.604, 1.548, -4.399], [0.425, 0.686, -5.299], [-1.696, -2.352, 4.057], [-0.280, -1.335, 3.176], [0.196, -0.214, 4.715], [1.296, -2.504, 3.338], [1.474, -3.745, 2.456], [0.197, -4.590, 2.476], [1.894, -3.475, 1.005], [0.907, -2.343, -0.268], [-0.640, -3.441, -0.728], [2.028, -2.767, -1.808], [2.594, -4.605, 3.087], [4.500, -4.048, 3.361], [5.234, -4.658, 1.643], [4.615, -2.112, 2.968], [-1.277, -2.983, 4.840], [-2.244, -2.970, 3.350], [-2.386, -1.640, 4.509], [0.387, -0.832, 5.591], [-0.623, 0.470, 4.938], [1.094, 0.368, 4.500], [1.284, -2.828, 4.384], [2.152, -1.837, 3.237], [-0.647, -4.066, 2.023], [-0.081, -4.851, 3.498], [0.342, -5.522, 1.926], [1.973, -4.446, 0.507], [2.900, -3.050, 0.988], [-0.355, -4.492, -0.753], [-0.994, -3.149, -1.717], [-1.447, -3.306, -0.011], [2.236, -3.836, -1.823], [2.971, -2.222, -1.769], [1.513, -2.495, -2.727], [2.694, -5.526, 2.504], [2.256, -4.917, 4.078], [5.162, -5.744, 1.598], [6.289, -4.392, 1.606], [4.730, -4.232, 0.775], [4.242, -1.527, 3.808], [4.129, -1.793, 2.044], [5.683, -1.909, 2.877], [-1.754, 0.837, -0.734], [-2.441, 1.916, -0.053], [-3.462, 1.611, 0.833], [-4.089, 2.628, 1.537], [-3.680, 3.939, 1.354], [-2.652, 4.231, 0.472], [-2.006, 3.228, -0.255], [-0.888, 3.566, -1.172], [-0.922, 4.791, -1.841], [0.131, 5.206, -2.641], [1.252, 4.403, -2.794], [1.295, 3.172, -2.159], [0.235, 2.736, -1.360], [-2.130, -0.056, -0.421], [-1.892, 0.872, -1.753], [-3.778, 0.582, 0.962], [-4.891, 2.393, 2.223], [-4.156, 4.739, 1.904], [-2.323, 5.256, 0.366], [-1.792, 5.427, -1.746], [0.073, 6.160, -3.147], [2.080, 4.727, -3.410], [2.164, 2.545, -2.322]],
  "lowdin_charge": [0.9610, -0.0226, -0.1855, -0.1648, -0.1896, -0.0422, 0.0593, 0.0981, 0.1207, 0.1341, 0.1358, 0.1105, 0.1272, 0.1263, 0.0946, -0.0318, 0.0669, 0.0358, -0.6146, 0.1170, -0.2423, 0.1096, 0.1096, 0.1742, -0.3130, 1.1025, -0.3070, -0.3594, -0.6645, -0.0686, -0.3527, 1.1047, -0.2944, -0.2804, -0.3717, 1.1584, -0.3421, -0.3678, 0.0392, 0.0153, 0.0276, 0.0401, 0.0292, 0.0112, 0.0899, 0.0334, 0.0466, 0.0940, 0.0976, 0.0891, 0.0289, 0.0431, 0.0264, 0.0128, 0.0434, 0.0319, 0.0245, 0.0740, 0.0642, 0.0237, 0.0226, 0.0061, 0.0098, -0.0107, 0.0223, 0.0508, -0.2591, -0.0158, -0.0433, -0.0401, -0.0041, -0.1425, -0.1628, -0.0076, -0.0271, -0.0393, -0.0934, -0.1621, 0.1227, 0.1030, 0.1227, 0.1209, 0.1217, 0.1227, 0.1234, 0.1240, 0.1224, 0.0960]
}

---

B.
{
  "formula": "C27H50As3N5O2V",
  "method": "the ωB97M-V functional and the def2-TZVPD basis",
  "spin_multiplicity": 2,
  "e_homo_ev": [-12.974, -12.974],
  "total_charge": 2,
  "symbols": ["V", "N", "C", "C", "C", "N", "H", "H", "H", "H", "H", "H", "H", "H", "H", "H", "N", "N", "C", "O", "O", "H", "H", "H", "C", "As", "C", "C", "C", "C", "C", "As", "C", "C", "C", "As", "C", "C", "H", "H", "H", "H", "H", "H", "H", "H", "H", "H", "H", "H", "H", "H", "H", "H", "H", "H", "H", "H", "H", "H", "H", "H", "H", "H", "H", "N", "C", "C", "C", "C", "C", "C", "C", "C", "C", "C", "C", "C", "H", "H", "H", "H", "H", "H", "H", "H", "H", "H"],
  "positions_angstrom": [[0.350, 0.340, -0.331], [-1.587, 1.545, 3.269], [-1.595, 3.024, 3.246], [-0.245, 3.593, 2.826], [0.188, 3.202, 1.418], [0.704, 1.805, 1.327], [-2.512, 1.208, 3.525], [-0.989, 1.230, 4.031], [-1.878, 3.446, 4.213], [-2.356, 3.337, 2.527], [0.530, 3.304, 3.544], [-0.308, 4.682, 2.870], [0.983, 3.865, 1.076], [-0.644, 3.322, 0.728], [0.364, 1.290, 2.136], [1.715, 1.820, 1.445], [-1.488, -2.864, -1.375], [-0.540, -2.808, -2.401], [0.295, -1.764, -2.558], [1.093, -1.632, -3.442], [0.151, -0.804, -1.581], [-1.233, -3.580, -0.700], [-2.391, -3.099, -1.771], [-0.403, -3.579, -3.041], [-3.019, 2.713, -0.467], [-1.562, 1.913, -1.479], [-2.565, 0.567, -2.461], [-1.237, 3.332, -2.779], [0.097, 3.343, -3.543], [0.108, 4.630, -4.382], [1.283, 3.473, -2.568], [2.012, 1.914, -1.639], [3.121, 0.987, -2.922], [3.342, 2.865, -0.587], [0.275, 2.101, -4.430], [-0.565, 2.087, -6.239], [0.207, 0.355, -6.721], [-2.368, 1.417, -5.849], [-3.855, 2.902, -1.139], [-2.697, 3.656, -0.029], [-3.351, 2.048, 0.331], [-3.398, 1.026, -2.990], [-2.949, -0.183, -1.767], [-1.911, 0.071, -3.173], [-1.338, 4.263, -2.212], [-2.073, 3.295, -3.482], [0.139, 5.508, -3.734], [-0.778, 4.705, -5.013], [0.979, 4.657, -5.039], [1.055, 4.205, -1.786], [2.149, 3.857, -3.114], [3.626, 1.724, -3.547], [2.519, 0.308, -3.521], [3.866, 0.404, -2.381], [4.037, 3.336, -1.282], [3.896, 2.190, 0.062], [2.875, 3.643, 0.015], [0.025, 1.181, -3.884], [1.334, 2.018, -4.694], [1.272, 0.469, -6.915], [-0.269, 0.003, -7.635], [0.062, -0.385, -5.933], [-2.961, 2.155, -5.308], [-2.352, 0.475, -5.303], [-2.855, 1.249, -6.809], [-1.255, -0.219, 0.894], [-1.306, -1.532, 1.527], [-2.554, -2.129, 1.636], [-2.682, -3.385, 2.200], [-1.543, -4.041, 2.646], [-0.307, -3.429, 2.542], [-0.154, -2.146, 1.999], [1.213, -1.557, 1.906], [2.162, -1.960, 2.850], [3.499, -1.623, 2.728], [3.924, -0.892, 1.632], [2.981, -0.427, 0.726], [1.617, -0.703, 0.864], [-2.061, -0.184, 0.272], [-1.410, 0.498, 1.631], [-3.430, -1.608, 1.267], [-3.656, -3.848, 2.283], [-1.613, -5.033, 3.071], [0.571, -3.970, 2.864], [1.850, -2.553, 3.699], [4.207, -1.953, 3.476], [4.974, -0.675, 1.488], [3.339, 0.143, -0.121]],
  "lowdin_charge": [0.6802, -0.0028, -0.2373, -0.1671, -0.2168, -0.0468, 0.0998, 0.1019, 0.1224, 0.1059, 0.1269, 0.1275, 0.1054, 0.0597, 0.0668, 0.0844, 0.0732, 0.0282, -0.5774, 0.1215, -0.2153, 0.1020, 0.1064, 0.1721, -0.2619, 1.1521, -0.2599, -0.3003, -0.6788, -0.0817, -0.3146, 1.1527, -0.2369, -0.2438, -0.3831, 1.1561, -0.3282, -0.3387, 0.0497, 0.0269, 0.0286, 0.0457, 0.0269, 0.0108, 0.0910, 0.0824, 0.0953, 0.0716, 0.0946, 0.0856, 0.0968, 0.0536, 0.0132, 0.0440, 0.0556, 0.0296, 0.0253, 0.0477, 0.0612, 0.0255, 0.0290, 0.0138, 0.0068, 0.0054, 0.0271, 0.0127, -0.2430, -0.0413, -0.0561, -0.0474, -0.0114, -0.1191, -0.1676, -0.0214, -0.0409, -0.0526, -0.1279, -0.1800, 0.0588, 0.0638, 0.1208, 0.1177, 0.1193, 0.1183, 0.1180, 0.1206, 0.1179, 0.0431]
}

---

Which one sits at the bottom of the stability order? A does.

---

A.
{
  "formula": "C3H5P",
  "method": "the ωB97M-V functional and the def2-TZVPD basis",
  "spin_multiplicity": 1,
  "e_homo_ev": -10.002,
  "symbols": ["C", "C", "H", "H", "C", "P", "H", "H", "H"],
  "positions_angstrom": [[2.311, 2.010, 1.789], [1.533, 1.564, 1.003], [3.089, 2.747, 2.068], [0.791, 0.818, 0.713], [-1.309, -1.619, -0.625], [-2.114, -0.405, -1.461], [-1.189, -2.567, -1.210], [-0.701, -1.387, 0.238], [-2.412, -1.162, -2.516]],
  "nbo_charge": [-0.2399, -0.2374, 0.2421, 0.2336, -0.7955, 0.4379, 0.2239, 0.2113, -0.0760]
}

---

B.
{
  "formula": "C3H5P",
  "method": "the ωB97M-V functional and the def2-TZVPD basis",
  "spin_multiplicity": 1,
  "e_homo_ev": -9.026,
  "symbols": ["C", "C", "C", "P", "H", "H", "H", "H", "H"],
  "positions_angstrom": [[1.869, -0.024, -0.137], [0.397, -0.064, -0.197], [-0.810, -0.016, -0.226], [-2.504, -0.416, -0.189], [2.058, -0.151, 0.928], [2.146, -0.878, -0.776], [2.391, 0.856, -0.322], [-3.251, 0.835, -0.317], [-2.297, -0.142, 1.235]],
  "nbo_charge": [-0.6833, 0.0367, -0.4027, 0.3274, 0.2379, 0.2407, 0.2404, -0.0084, 0.0112]
}

---

Which one sits at the bottom of the stability order? A does.

---

A.
{
  "formula": "C5H8N2O2",
  "method": "the ωB97M-V functional and the def2-TZVPD basis",
  "spin_multiplicity": 1,
  "e_homo_ev": -7.228,
  "symbols": ["N", "C", "O", "C", "C", "O", "C", "N", "C", "H", "H", "H", "H", "H", "H", "H", "H"],
  "positions_angstrom": [[-0.144, -1.725, -0.922], [-0.307, -0.624, 0.088], [-0.625, -1.541, 1.253], [-1.288, 0.399, -0.297], [-0.710, 1.665, -0.416], [-1.223, 2.770, -0.725], [0.764, 1.538, -0.050], [0.954, 1.091, 1.342], [1.018, 0.121, 0.254], [0.364, -1.409, -1.748], [-1.054, -2.061, -1.244], [0.189, -2.573, -0.304], [-0.955, -0.952, 1.942], [-2.356, 0.184, -0.361], [1.512, 2.189, -0.506], [1.898, 1.309, 1.657], [1.962, -0.381, 0.037]],
  "nbo_charge": [-0.7266, 0.3700, -0.7899, -0.6175, 0.4726, -0.6621, -0.1464, -0.5640, -0.1654, 0.4414, 0.4348, 0.4558, 0.5041, 0.2202, 0.2170, 0.3566, 0.1993]
}

---

B.
{
  "formula": "C5H8N2O2",
  "method": "the ωB97M-V functional and the def2-TZVPD basis",
  "spin_multiplicity": 1,
  "e_homo_ev": [-8.977, -8.978],
  "symbols": ["C", "C", "C", "C", "C", "N", "N", "O", "O", "H", "H", "H", "H", "H", "H", "H", "H"],
  "positions_angstrom": [[4.000, -0.742, -0.895], [3.035, -0.970, 0.008], [-1.228, -0.886, -0.750], [-1.827, -0.117, 0.110], [-3.260, 1.745, 0.425], [1.690, -1.265, -0.315], [0.765, -0.822, 0.335], [0.551, -0.165, 1.322], [-3.109, 0.438, -0.042], [4.934, -0.471, -0.582], [3.811, -0.635, -1.896], [3.332, -0.994, 1.117], [-1.235, -1.527, -1.548], [-1.204, 0.099, 1.047], [-4.311, 1.832, 0.654], [-3.242, 2.446, -0.321], [-2.704, 2.034, 1.331]],
  "nbo_charge": [-0.3769, -0.0699, -0.0994, 0.0298, -0.2496, -0.2744, 0.3593, -0.4082, -0.5034, 0.1986, 0.1959, 0.1943, 0.2103, 0.2463, 0.1871, 0.1778, 0.1824]
}

---

Which one sits at the bottom of the stability order? B does.